50
Properties=species:S:1:pos:R:3:mulliken_charge:R:1 method="wB97M-V/def2-TZVPD" total_charge=+1 molar_mass_g_mol=716.5 relative_energy_kj_mol=79.7 gap_ha=0.18688 lumo_energy_ev=-4.47
Pt 0.393 0.341 0.079 0.2964
O -2.146 -2.479 -1.347 -0.6258
C -1.319 -1.633 -1.123 0.1993
N -0.910 -1.147 0.100 0.4096
C -1.312 -1.610 1.333 0.2287
O -2.159 -2.430 1.580 -0.6323
C -0.570 -0.889 2.443 0.4327
C -0.760 -1.248 3.760 -0.6581
C -0.128 -0.518 4.755 -0.3390
C 0.652 0.568 4.395 -0.7363
C 0.816 0.860 3.054 -0.0002
N 0.236 0.135 2.098 0.0668
C -0.605 -0.913 -2.250 0.3654
C -0.805 -1.293 -3.560 -0.7564
C -0.194 -0.572 -4.573 -0.3776
C 0.572 0.533 -4.239 -0.7400
C 0.747 0.848 -2.904 0.1151
N 0.194 0.126 -1.928 0.1166
H -1.406 -2.090 3.970 0.5502
H -0.248 -0.789 5.795 0.4548
H 1.134 1.184 5.140 0.4186
H 1.418 1.696 2.724 0.4138
H -1.444 -2.145 -3.749 0.5558
H -0.316 -0.864 -5.607 0.4605
H 1.037 1.145 -4.998 0.4409
H 1.338 1.700 -2.598 0.3122
Se 2.831 3.230 -0.238 0.3120
N 4.473 2.623 -0.203 -0.7764
C 4.434 1.320 -0.015 0.5870
C 5.544 0.428 0.100 -0.4890
C 5.270 -0.883 0.281 -0.6104
C 3.913 -1.351 0.335 -0.3136
N 2.873 -0.576 0.238 -0.3475
C 3.120 0.747 0.087 0.6629
N 2.105 1.615 0.018 -0.5957
H 6.556 0.805 0.046 0.4930
H 6.075 -1.599 0.383 0.3969
H 3.697 -2.407 0.459 0.4790
S -1.479 2.546 0.265 -0.3868
C -2.767 1.532 -0.108 0.2763
N -3.472 0.948 0.908 0.0153
C -4.443 0.015 0.728 -0.3219
C -4.794 -0.368 -0.523 -0.5667
C -4.164 0.261 -1.618 -0.2824
C -3.183 1.192 -1.419 -0.4695
H -3.217 1.242 1.840 0.2976
H -4.897 -0.390 1.620 0.4085
H -5.539 -1.134 -0.666 0.4207
H -4.461 -0.006 -2.624 0.4087
H -2.693 1.689 -2.243 0.4303

***

48
Properties=species:S:1:pos:R:3:mulliken_charge:R:1 method="wB97M-V/def2-TZVPD" molar_mass_g_mol=428.5 gap_ha=0.29837 lumo_energy_ev=-0.62
Be -1.667 -0.062 0.380 -0.0422
C 3.165 -4.645 -3.942 -1.4457
C 2.679 -3.457 -3.158 0.9454
C 1.382 -2.974 -3.331 -0.8188
C 0.934 -1.867 -2.635 -0.5818
C 1.794 -1.231 -1.748 -0.1002
C 3.086 -1.691 -1.558 -0.2013
C 3.521 -2.802 -2.266 -0.7756
S 1.209 0.170 -0.847 1.5675
O 0.625 1.094 -1.776 -0.7687
O 2.279 0.595 0.020 -0.7067
N -0.015 -0.401 0.034 0.2835
C 0.128 -1.000 1.258 0.5113
C 1.222 -1.582 1.903 -0.7141
C 0.995 -2.132 3.147 -0.4719
C -0.274 -2.099 3.732 -0.6901
C -1.295 -1.492 3.035 -0.2611
N -1.090 -0.952 1.835 -0.1047
H 2.346 -5.322 -4.181 0.3650
H 3.923 -5.200 -3.391 0.3705
H 3.612 -4.322 -4.885 0.2870
H 0.714 -3.477 -4.020 0.3648
H -0.073 -1.493 -2.769 0.4536
H 3.740 -1.174 -0.868 0.4934
H 4.531 -3.166 -2.121 0.3565
H 2.196 -1.586 1.440 0.4324
H 1.816 -2.599 3.677 0.4155
H -0.456 -2.529 4.705 0.3985
H -2.301 -1.425 3.429 0.4508
O -4.862 0.295 -1.176 -0.6428
C -3.794 0.373 -0.619 0.3515
O -2.935 -0.574 -0.386 -0.5002
C -3.288 1.710 -0.088 0.2447
C -3.979 2.919 -0.240 -0.7316
C -3.404 4.048 0.264 -0.4976
C -2.146 3.982 0.908 0.9803
C -1.497 5.124 1.434 -0.8853
C -0.276 5.009 2.031 -0.5735
C 0.353 3.748 2.127 -0.8476
C -0.248 2.625 1.637 -0.5220
C -1.513 2.725 1.019 0.7918
N -2.123 1.612 0.516 0.2922
H -4.931 2.908 -0.749 0.5240
H -3.894 5.010 0.172 0.4335
H -1.985 6.087 1.347 0.3773
H 0.220 5.885 2.427 0.3908
H 1.330 3.670 2.585 0.4527
H 0.246 1.665 1.691 0.3493